The following is a quantum chemistry calculation of C54H120F2N7NaO4S2 as an isolated structure in a non-equilibrium geometry, from the OMol25 dataset.

Summary:
- Energy above the lowest of the compared OMol25 structures with the same formula, charge and spin: 0.00 kJ/mol
- Total charge: +6

Last column: Löwdin charge in e.
CARTESIAN COORDINATES (ANGSTROEM)
S  -1.4391  0.7167  -1.2755  0.490
S  0.1949  0.2253  0.5727  0.490
Na  -2.6204  -1.1135  1.6929  0.692
F  0.0125  -0.2637  2.0875  -0.190
F  -3.0695  0.6556  -1.4040  -0.228
O  0.7706  -0.9249  -0.0214  -0.247
O  0.8882  1.4633  0.5717  -0.237
O  -1.1009  -0.3521  -2.1639  -0.256
O  -1.1743  2.0566  -1.6847  -0.252
N  7.4305  0.2367  3.3062  -0.266
N  2.1432  5.5812  -0.4091  -0.267
N  -1.4224  0.4668  0.3083  -0.332
N  0.7332  -4.6649  -3.3529  -0.262
N  -4.4863  2.8614  1.8067  -0.252
N  0.3195  -5.3310  4.4923  -0.264
N  -3.7791  1.3545  -5.5170  -0.255
C  -7.2738  1.9658  2.3118  -0.151
C  1.7812  -4.9866  4.7434  -0.083
C  0.4396  -7.4713  -0.7084  -0.080
C  0.0175  -2.8696  3.8747  -0.198
C  -0.5475  -4.0639  4.6291  -0.090
C  -2.7886  2.3052  -4.9399  0.017
C  4.2621  -0.7595  1.1842  -0.077
C  9.2098  0.0211  5.0851  -0.149
C  8.8429  1.4003  5.6007  -0.168
C  3.6435  5.4510  -2.4847  -0.157
C  0.0957  -3.2945  -3.2892  -0.109
C  -3.8809  2.5190  -9.2277  -0.068
C  0.7985  5.3028  1.7581  -0.226
C  -0.2130  -6.2850  5.5547  -0.128
C  8.3645  0.6086  2.1792  0.047
C  -1.1493  -5.5412  -4.7312  -0.141
C  -6.7292  3.2771  2.8488  -0.144
C  1.1796  5.6867  -2.7363  -0.152
C  8.0336  2.2712  4.6350  -0.145
C  0.3577  -5.3991  -2.0960  -0.140
C  -4.5818  -1.0130  -5.2427  -0.152
C  6.9244  1.4803  3.9588  -0.127
C  -5.2419  3.2024  3.0770  -0.092
C  0.3359  -5.3419  -4.6460  -0.103
C  2.1567  7.0798  -0.2640  0.049
C  8.1201  -0.6760  4.2660  -0.107
C  2.2716  -3.8071  3.9216  -0.147
C  -5.8865  -0.5205  -4.6581  -0.182
C  2.0337  4.9347  0.9392  -0.140
C  5.3638  0.1816  1.7022  -0.226
C  -4.7689  6.3263  0.0756  -0.066
C  -4.9755  1.5070  1.2950  -0.114
C  -3.4729  0.0052  -4.9681  -0.135
C  -3.0302  2.7699  2.1039  -0.002
C  0.0941  -5.8683  3.1249  0.012
C  3.4602  5.1139  -1.0202  -0.098
C  -0.1687  -8.4950  6.6763  -0.072
C  -4.6330  3.8808  0.6779  -0.120
C  1.4428  -2.5872  4.3102  -0.166
C  -5.1423  1.8310  -5.0468  -0.095
C  -3.7593  1.2998  -7.0435  -0.102
C  2.4231  5.0639  -3.3363  -0.165
C  -1.7828  -4.1582  -4.7024  -0.170
C  -4.2341  5.2896  1.0499  -0.225
C  -6.4807  1.5253  1.0945  -0.161
C  6.2599  -0.5205  2.7017  -0.146
C  -3.6408  2.6495  -7.7288  -0.237
C  0.9914  5.1907  -1.3187  -0.112
C  0.7022  4.4395  2.9982  -0.085
C  2.2248  -4.4702  -3.4205  0.036
C  0.5528  -7.5823  5.6778  -0.225
C  -6.2717  0.8276  -5.2439  -0.145
C  -1.4364  -3.3883  -3.4170  -0.169
C  0.8868  -6.8213  -2.0090  -0.208
H  -1.4978  -6.2199  -3.9500  0.125
H  3.5697  -0.9762  2.0033  0.062
H  3.4571  4.0326  -0.8766  0.133
H  7.3785  -1.1234  4.9263  0.140
H  -4.8218  4.1027  3.5095  0.135
H  -4.6851  0.8358  2.1213  0.122
H  0.0059  -8.1323  7.6986  0.092
H  -6.7876  0.5370  0.7378  0.133
H  0.6455  -8.1781  4.7647  0.119
H  -4.4565  1.2056  0.3867  0.107
H  2.4204  7.5422  -1.2063  0.107
H  0.8499  -6.3038  -4.6492  0.141
H  -2.4877  -0.3629  -5.2500  0.136
H  1.5678  -7.3952  6.0319  0.116
H  0.7768  -6.6914  2.9241  0.112
H  8.3147  1.3333  6.5577  0.126
H  0.7458  -4.7603  -5.4694  0.152
H  -4.2855  -1.9572  -4.7851  0.111
H  -2.4827  2.8269  1.1681  0.095
H  0.9462  4.0995  -1.2294  0.131
H  -7.1223  1.2035  -4.6713  0.134
H  -1.5687  -4.3569  4.4009  0.139
H  -0.0968  5.1695  1.1376  0.094
H  -8.3211  2.0739  2.0352  0.137
H  -7.2262  1.1842  3.0753  0.131
H  -4.5834  5.5358  2.0525  0.117
H  0.4311  -2.6954  -4.1404  0.143
H  -2.8254  1.8650  2.6743  0.098
H  1.7638  -1.6416  3.8764  0.105
H  2.1729  -4.0068  2.8536  0.118
H  -4.7694  -1.1726  -6.3070  0.129
H  -5.7928  -0.3721  -3.5709  0.117
H  -2.8946  3.2938  -5.3689  0.110
H  -7.2279  3.5513  3.7806  0.146
H  9.4217  -0.6467  5.9226  0.135
H  5.6695  -0.8538  3.5627  0.133
H  -0.4715  -3.8640  5.6990  0.140
H  -1.2563  -8.4777  6.5972  0.086
H  -2.8560  -4.1212  -4.8774  0.117
H  4.9290  1.1184  2.0530  0.106
H  -1.8617  -2.3833  -3.3902  0.084
H  -0.0622  4.8278  3.6755  0.085
H  -5.8547  6.2303  -0.0139  0.090
H  -4.5185  7.3451  0.3499  0.094
H  -2.6199  3.0193  -7.5910  0.115
H  1.8207  -4.7996  5.8157  0.152
H  2.3931  3.9753  -3.3943  0.121
H  9.3982  0.5882  2.5082  0.115
H  0.2067  -9.5129  6.7246  0.094
H  2.6995  -5.4316  -3.5716  0.111
H  -4.1360  3.4249  -0.1789  0.139
H  0.2260  -5.0804  2.3930  0.084
H  6.4520  2.0815  3.1846  0.119
H  2.8152  7.3192  0.5649  0.124
H  -5.6929  3.8987  0.4273  0.119
H  2.5278  -4.1018  -2.4386  0.112
H  4.0170  6.4666  -2.6361  0.131
H  1.4500  -2.5051  5.3997  0.135
H  -5.3515  2.7235  -5.6310  0.135
H  1.1410  7.4068  -0.0503  0.116
H  8.6177  -1.4633  3.6992  0.147
H  -1.2941  -3.5798  -5.4973  0.124
H  2.3169  -5.8943  4.4738  0.140
H  6.6998  -1.4398  2.3113  0.142
H  -0.6405  -7.3815  -0.5698  0.085
H  -4.8889  2.1652  -9.4522  0.090
H  -0.7269  -5.4093  -2.0576  0.116
H  2.4516  -3.7093  -4.1582  0.118
H  8.2740  -0.1356  1.3906  0.116
H  -6.6990  -1.2400  -4.7542  0.132
H  -4.2927  3.4114  -7.2951  0.114
H  -0.1562  -5.7214  6.4850  0.144
H  6.1321  1.2439  4.6731  0.149
H  -3.6766  3.4276  -9.7831  0.093
H  -3.2292  1.7306  -9.6185  0.089
H  4.2263  5.5732  -0.3961  0.143
H  4.6877  -1.6881  0.8100  0.085
H  4.4994  4.8777  -2.8538  0.132
H  -6.6914  2.1334  0.2097  0.123
H  0.4600  -2.7131  -2.4410  0.121
H  -3.4579  0.0381  -3.8740  0.110
H  7.5942  3.0800  5.2138  0.131
H  0.2678  5.3942  -3.2593  0.127
H  3.6916  -0.2471  0.4121  0.067
H  -1.2531  -6.4895  5.2994  0.142
H  8.0927  1.5853  1.7955  0.114
H  0.0697  5.5332  -0.8538  0.121
H  10.1661  0.0359  4.5573  0.123
H  -2.9087  0.6707  -7.3041  0.149
H  -0.1673  -3.0366  2.8022  0.100
H  1.2850  6.7690  -2.7717  0.125
H  -1.9785  -3.8432  -2.5791  0.113
H  -0.6159  -1.9793  4.0206  0.110
H  -1.4209  -6.0169  -5.6739  0.144
H  -6.9637  4.1299  2.2033  0.130
H  -4.6851  0.8110  -7.3351  0.127
H  -3.0339  2.3353  -3.8808  0.086
H  -4.4223  6.1328  -0.9442  0.084
H  9.7405  1.9512  5.8843  0.132
H  0.3493  3.4217  2.8077  0.060
H  2.8923  5.3048  1.5057  0.143
H  1.6498  4.4063  3.5351  0.089
H  -5.0617  2.0927  -3.9933  0.131
H  -6.6053  0.8263  -6.2818  0.130
H  2.6165  5.5132  -4.3106  0.130
H  -5.0144  2.3478  3.7221  0.145
H  -0.9181  -6.2678  3.0871  0.122
H  -3.1407  5.3519  1.1085  0.106
H  -2.7151  3.5999  2.7342  0.113
H  0.7480  6.3696  1.9778  0.122
H  1.9519  -6.9086  -2.2013  0.120
H  0.8270  -6.9098  0.1615  0.060
H  5.9866  0.5229  0.8661  0.117
H  8.7156  2.6725  3.8837  0.122
H  0.7106  -4.7766  -1.2696  0.136
H  0.3347  -7.3832  -2.7712  0.121
H  2.1045  3.8527  0.8402  0.118
H  0.7800  -8.4869  -0.5350  0.095
H  3.3219  -3.6412  4.1594  0.130
H  -1.7845  1.9014  -5.0472  0.121



The following is a quantum chemistry calculation of C54H121F24N13O7P4 as an isolated structure in a non-equilibrium geometry, from the OMol25 dataset.

Summary:
- Total charge: +4

Last column: Löwdin charge in e.
CARTESIAN COORDINATES (ANGSTROEM)
P  -1.2888  6.0817  -3.0937  0.178
P  0.6474  5.0642  3.6847  0.180
P  2.8271  -3.7148  -3.7037  0.235
P  -5.3399  0.5492  -3.4164  0.257
F  -4.3340  1.7276  -3.5623  -0.124
F  -5.1480  0.1509  -4.9889  -0.174
F  -6.4312  -0.7093  -3.2983  -0.200
F  0.8546  4.6690  5.2909  -0.193
F  -0.9195  5.0791  4.0430  -0.164
F  0.6842  3.5101  3.1915  -0.170
F  3.5075  -5.0158  -4.4265  -0.146
F  2.2562  5.3190  3.4978  -0.163
F  4.2642  -2.9763  -3.4299  -0.173
F  -4.1983  -0.5693  -2.9222  -0.220
F  -0.0776  6.0002  -4.2131  -0.191
F  1.8832  -2.5183  -3.1057  -0.198
F  1.3780  -4.4550  -3.9955  -0.196
F  0.5317  6.6143  4.0531  -0.141
F  -2.4804  6.1593  -2.0301  -0.165
F  3.1043  -4.3786  -2.2554  -0.166
F  2.5537  -2.9721  -5.1270  -0.175
F  -6.6204  1.6088  -3.6399  -0.171
F  0.3143  5.4569  2.1724  -0.151
F  -0.7436  4.8501  -2.1758  -0.204
F  -1.8838  7.4069  -3.7937  -0.138
F  -0.4009  7.0620  -2.0930  -0.191
F  -2.1567  5.0190  -3.9434  -0.174
F  -5.4185  0.9019  -1.8010  -0.195
O  0.8482  -0.2264  0.5347  0.000
O  0.6974  2.1720  -7.3952  -0.065
O  3.3023  -0.9945  1.0346  -0.081
O  -0.6276  -1.3675  -0.7258  0.078
O  1.7189  2.6005  -0.7144  -0.049
O  -3.8288  0.6129  2.4212  -0.092
O  0.3648  0.3920  -1.4809  0.014
N  4.3299  0.8983  -4.8836  -0.039
N  0.3481  -4.8432  3.6833  -0.054
N  5.5081  -3.4466  0.7670  -0.296
N  0.3572  1.3437  8.0648  -0.201
N  -5.5312  -4.8887  -4.0939  -0.093
N  -3.6520  -3.5867  3.1655  -0.096
N  2.3818  1.8992  -4.4801  -0.065
N  -2.3701  2.9163  0.7022  -0.258
N  0.1402  -4.2701  1.5259  -0.078
N  -2.4755  2.9534  -7.2521  -0.258
N  4.0190  4.4772  0.2176  -0.292
N  -3.3708  -4.1487  -4.2426  -0.035
N  -3.7038  -2.7290  1.0905  -0.025
C  0.3604  -5.5083  4.9838  -0.144
C  1.7701  1.0563  7.4398  -0.062
C  -2.8606  -2.4838  3.1355  -0.029
C  5.2898  -0.1935  -5.0602  -0.134
C  -3.9200  2.6607  0.9460  -0.015
C  0.6252  -3.5113  3.5853  0.002
C  -2.0323  4.4035  0.8454  0.024
C  -3.6898  3.3303  -6.3810  0.002
C  4.8927  -2.4530  -0.2509  -0.120
C  -3.9155  -2.4720  -0.3010  -0.151
C  -0.8005  -6.5025  5.1106  -0.044
C  1.1298  0.6610  10.5736  -0.201
C  0.2319  0.4215  9.3130  -0.148
C  -4.3608  1.1809  1.2120  -0.201
C  3.5166  -1.9838  -0.0017  -0.222
C  -5.5708  -3.6040  -4.5485  0.018
C  -4.2884  -3.6567  1.9270  0.079
C  4.0319  3.3313  -0.9058  -0.057
C  -2.0113  2.5569  -0.7647  0.014
C  -1.8847  -4.1574  -4.1978  -0.104
C  -6.6248  -5.8234  -3.9122  0.025
C  2.9883  0.6908  -4.7211  0.030
C  0.8311  0.9145  5.0650  -0.200
C  5.6361  -2.8376  2.2037  0.057
C  -1.4924  -3.0832  -3.1358  -0.051
C  2.7322  5.2739  0.1398  0.032
C  0.2057  -0.3350  -0.5048  -0.840
C  -2.8472  -2.0281  1.8662  -0.052
C  5.3454  5.3449  -0.0112  0.059
C  5.9769  -0.4744  -3.7079  -0.072
C  -1.5913  4.2317  -7.5694  0.053
C  -3.1950  2.5376  -8.5902  0.025
C  -0.5450  1.3850  5.6370  -0.139
C  -4.2332  -3.1568  -4.7055  0.015
C  0.9472  2.0963  -4.2687  0.007
C  1.9211  1.5141  5.9621  -0.146
C  -4.2395  -5.1471  -3.8477  -0.026
C  0.4904  -3.1839  2.2205  -0.021
C  0.0335  -5.3155  2.4271  0.046
C  -3.9465  -4.3360  4.3148  0.008
C  3.0230  2.2139  -0.6114  -0.296
C  -0.0391  -4.3323  0.1002  0.029
C  0.7389  -0.3397  11.7050  -0.068
C  -0.3656  1.2981  -7.3454  -0.242
C  6.8826  -3.8147  0.1581  0.032
C  -1.6510  1.7466  -6.5852  -0.040
C  4.1845  3.8102  1.6106  0.019
C  -5.3984  -2.1103  -0.5547  -0.049
C  4.6706  -4.7083  0.8604  0.004
C  3.3503  2.9252  -4.5551  0.011
C  4.5819  2.3118  -4.7394  0.041
C  -0.7506  0.8202  7.0771  -0.088
C  -0.0114  2.8402  8.3171  0.072
C  -1.4579  2.0720  1.6006  0.011
H  -6.1770  -2.7999  -0.2287  0.077
H  1.5037  1.6749  -7.5512  0.104
H  -2.3976  0.9552  -6.5201  0.124
H  6.4501  -3.3312  2.7347  0.108
H  -4.5084  -0.0422  2.5961  0.077
H  -4.3196  -3.6562  5.0808  0.122
H  5.0143  2.8616  -0.9553  0.125
H  6.4668  0.3264  -3.1540  0.073
H  0.8753  -0.1607  4.8916  0.089
H  2.9009  6.0943  0.8374  0.113
H  -1.1204  4.4770  -6.6175  0.094
H  0.2989  -4.7601  5.7740  0.128
H  5.4378  6.1236  0.7458  0.109
H  -2.4611  2.1417  -9.2921  0.093
H  2.4818  -0.5053  0.9394  0.009
H  5.1423  -5.4425  1.5135  0.113
H  -4.4674  3.1147  0.1200  0.141
H  -4.1527  3.2950  1.8014  0.132
H  -1.7424  2.3013  2.6275  0.098
H  1.3176  1.8174  -1.0983  0.018
H  -0.0217  0.3910  -6.8483  0.123
H  -1.5836  -3.8973  -5.2126  0.139
H  5.1497  5.7896  -0.9869  0.101
H  3.7174  3.6826  -1.8885  0.108
H  0.1715  3.5014  7.4701  0.094
H  -7.3147  -5.5133  -3.1274  0.107
H  2.8605  -2.8450  0.1250  0.092
H  -0.2195  -6.3387  2.1916  0.158
H  -5.6435  -2.0762  -1.6163  0.053
H  -5.7701  -1.1358  -0.2383  0.078
H  7.2928  -4.6513  0.7238  0.106
H  2.8040  5.5853  -0.9023  0.112
H  -3.8460  -2.2427  -5.1308  0.125
H  2.4822  -0.2628  -4.6910  0.152
H  -0.6041  1.1427  -8.3976  0.120
H  -4.4301  2.5303  -6.3738  0.094
H  -4.1586  4.2161  -6.8095  0.113
H  5.5468  -1.5868  -0.3505  0.141
H  5.7683  -1.7656  2.0575  0.105
H  0.7179  -3.7226  -0.3930  0.099
H  -5.4474  1.0939  1.2070  0.133
H  -7.1655  -6.0679  -4.8265  0.120
H  -1.9707  1.4897  -0.9826  0.087
H  -1.5727  1.8779  -5.5060  0.110
H  0.9391  -2.9052  4.4223  0.131
H  3.0934  3.9640  -4.4093  0.143
H  -4.9895  -4.4134  1.6071  0.167
H  -4.6322  -5.1192  3.9916  0.122
H  -0.7929  -0.2687  7.1037  0.118
H  -1.0065  2.9244  -0.9733  0.069
H  6.7861  -1.2015  -3.7760  0.087
H  4.6209  -5.1686  -0.1264  0.109
H  4.9522  -2.9259  -1.2311  0.110
H  -3.4335  3.6082  -5.3586  0.082
H  1.9048  2.6010  5.8824  0.104
H  1.1728  -1.3092  11.4599  0.075
H  1.1957  -0.1837  12.6823  0.088
H  3.2175  -1.5340  -0.9485  0.123
H  2.8126  1.1440  5.4558  0.119
H  1.3312  -5.9904  5.0992  0.138
H  -1.6876  1.0142  1.4724  0.071
H  -2.6062  3.1170  -1.4861  0.105
H  -1.7106  -6.0511  5.5055  0.060
H  -0.6218  -7.3138  5.8162  0.098
H  -2.3188  4.6964  1.8555  0.102
H  0.5742  2.7683  -5.0416  0.086
H  -6.5034  -3.1137  -4.7861  0.145
H  4.7309  -1.0850  -5.3448  0.118
H  -3.5105  -1.5011  -0.5863  0.111
H  -1.8225  -3.1598  -2.0998  0.032
H  -0.3938  2.2559  1.4527  0.092
H  -3.8731  -6.1366  -3.6170  0.158
H  3.6703  -4.4918  1.2354  0.085
H  5.3074  -0.9515  -2.9922  0.038
H  6.0226  0.0122  -5.8404  0.136
H  3.2820  3.2324  1.8096  0.087
H  0.8081  2.6356  -3.3317  0.091
H  1.9078  -0.0223  7.5160  0.125
H  -3.0483  -4.7369  4.7846  0.074
H  0.9720  1.2460  4.0363  0.093
H  -3.4379  -3.2839  -0.8495  0.111
H  1.0340  1.7224  10.8025  0.107
H  -6.2098  -6.6949  -3.4059  0.100
H  -1.5170  -5.1526  -3.9478  0.125
H  -0.0658  -5.3640  -0.2505  0.119
H  -0.4046  -3.0151  -3.1537  0.053
H  5.5970  2.6748  -4.8038  0.136
H  -3.9976  1.8115  -8.4614  0.107
H  -0.5905  2.4683  5.5251  0.103
H  -1.6899  1.2001  7.4790  0.126
H  -0.9927  4.4887  0.5293  0.091
H  1.8266  4.7735  0.4829  0.088
H  -2.2397  5.0411  -7.9047  0.106
H  0.2540  -0.6112  8.9647  0.120
H  3.2351  1.6755  0.3123  0.101
H  -2.5683  5.0927  0.1928  0.107
H  0.4332  1.1375  -4.2013  0.099
H  6.8975  -4.2846  -0.8253  0.118
H  -0.7722  0.4619  9.7353  0.124
H  4.7254  -3.0926  2.7455  0.093
H  -0.6412  -0.8529  -1.5361  0.064
H  -0.3462  -0.4421  11.6973  0.075
H  -0.9625  -7.0106  4.1599  0.071
H  3.1665  1.3884  -1.3087  0.121
H  4.3121  4.6519  2.2914  0.100
H  6.1773  4.6406  -0.0176  0.097
H  -2.2290  -2.1651  3.9516  0.143
H  -0.9948  2.9510  8.7741  0.119
H  -1.0204  -3.8868  -0.0636  0.077
H  5.0103  3.1026  1.5370  0.102
H  0.8048  3.0781  8.9991  0.099
H  -4.1044  0.5833  0.3373  0.083
H  2.1431  0.4244  10.2491  0.099
H  -0.8520  4.1200  -8.3625  0.101
H  -1.2477  0.9166  4.9479  0.101
H  -1.9344  -2.1628  -3.5174  0.072
H  2.5624  1.4794  8.0574  0.132
H  7.4517  -2.8949  0.2927  0.114
H  0.7451  -2.2512  1.7391  0.117
H  -3.5067  3.4905  -9.0181  0.106
H  -2.1942  -1.2851  1.4325  0.127



| no. | HOMO energy (eV) | orbital gap (hartree) | LUMO energy (eV) |
| --- | --- | --- | --- |
| 1 | -21.05 | 0.2995 | -12.8959 |
| 2 | -16.75 | 0.3172 | -8.1151 |